Computed, not measured: the molecule C2H6N4 at a distorted geometry, with the ωB97M-V functional and the def2-TZVPD basis.

E: -298.65386 Eh
energy above the lowest of the compared OMol25 structures with the same formula, charge and spin: 5.307 eV
strongest force on any atom: 5.8 eV/A
LUMO: 0.0425 hartree
spin multiplicity: 1
E_HOMO: -9.048 eV
SMILES: C1Cn2[nH]n2N1
total charge: 0

Last column: natural (NBO) charge in e.
Geometry (Å):
C -1.0233 -0.5138 -0.2215  -0.27
C -0.4994 0.9279 0.1734  -0.27
N 0.9025 0.7763 0.4883  -0.15
N 1.6134 0.4624 -0.7004  -0.38
N 1.1974 -0.5650 0.3331  -0.01
N 0.0627 -1.3588 0.1435  -0.48
H -2.0596 -0.6492 0.3242  0.21
H -1.2478 -0.5200 -1.3277  0.20
H -0.5540 1.6061 -0.6010  0.22
H -0.9927 1.3203 1.0996  0.20
H 2.5702 0.4403 -0.6815  0.35
H 0.0306 -1.9265 0.9701  0.39



Computed, not measured: C16H9Cl5N4O6PdS2 as an isolated structure, with the ωB97M-V functional and the def2-TZVPD basis.

E: -4510.62143 Eh
<S²>: 6.0392
energy above the lowest of the compared OMol25 structures with the same formula, charge and spin: 0.000 eV
strongest force on any atom: 0.6 eV/A
LUMO (alpha / beta): -0.0173 / -0.1498 hartree
spin multiplicity: 5
E_HOMO (alpha / beta): -8.419 / -8.414 eV
total charge: 0

Last column: natural (NBO) charge in e.
Geometry (Å):
Pd -0.3585 -0.0180 0.3122  1.24
N 6.8829 0.7688 4.3953  -0.79
C 6.0100 0.4686 3.3768  0.20
C 4.6356 0.3518 3.6284  -0.27
C 3.7582 0.0927 2.5968  -0.18
C 4.2313 -0.0526 1.2987  -0.33
C 5.5866 0.0723 1.0335  -0.15
C 6.4705 0.3248 2.0632  -0.28
S 3.1259 -0.3986 -0.0196  2.34
O 3.7718 -0.0470 -1.2515  -0.93
O 2.6864 -1.7896 0.1080  -0.96
N 1.7994 0.4494 0.2573  -0.97
C 1.6713 1.8025 0.2243  0.57
N 2.6614 2.6803 0.2778  -0.47
C 2.2829 3.9562 0.3378  0.12
C 0.9589 4.3680 0.3644  -0.35
C -0.0073 3.3769 0.2736  0.13
N 0.3538 2.1089 0.1706  -0.53
H 6.5732 0.6125 5.3376  0.39
H 7.8599 0.5991 4.2382  0.39
H 4.2609 0.4765 4.6366  0.21
H 2.6976 0.0104 2.7998  0.23
H 5.9450 -0.0187 0.0175  0.24
H 7.5278 0.4270 1.8522  0.21
H 3.0852 4.6844 0.3777  0.20
H 0.6925 5.4107 0.4385  0.23
H -1.0703 3.5829 0.2623  0.22
O -3.9428 -0.0797 1.8516  -0.89
S -2.6392 -0.0900 1.2938  2.50
O -2.1538 -1.5070 0.9550  -0.79
O -2.4606 0.6349 -0.0078  -0.91
O -1.5403 0.4539 2.1634  -0.90
Cl 0.5963 -2.1213 2.9314  0.14
C 0.4780 -2.8765 1.4181  0.06
C 0.2239 -2.0483 0.3024  0.00
C 0.0730 -2.6449 -0.9695  -0.13
Cl -0.3441 -1.5899 -2.2684  0.10
C 0.1967 -3.9968 -1.1457  -0.08
Cl -0.0109 -4.7255 -2.6763  0.10
C 0.4876 -4.8066 -0.0082  0.03
Cl 0.6690 -6.4775 -0.2110  0.16
C 0.6069 -4.2421 1.2732  -0.17
Cl 0.9220 -5.2486 2.6225  0.09



Computed, not measured: C42H48BClGeHgIN4O10SbSi3 as an isolated structure, with the ωB97M-V functional and the def2-TZVPD basis.

E: -6722.56912 Eh
<S²>: 0.7755
energy above the lowest of the compared OMol25 structures with the same formula, charge and spin: 0.000 eV
strongest force on any atom: 0.6 eV/A
LUMO (alpha / beta): 0.0531 / 0.0558 hartree
spin multiplicity: 2
E_HOMO (alpha / beta): -4.351 / -4.750 eV
total charge: -1

Last column: Löwdin spin population.
Geometry (Å):
Hg 0.3847 -0.3191 0.7085  0.01
Cl 4.7201 5.7653 0.4501  0.00
C 4.1147 4.1243 0.5090  0.00
C 4.9871 3.0946 0.6942  0.00
C 4.5353 1.7692 0.7518  0.00
I 5.9578 0.2923 1.1390  0.00
C 3.1920 1.3953 0.6015  0.00
O 2.7741 0.1912 0.6365  0.00
C 2.2762 2.5303 0.4379  0.00
N 0.9582 2.2369 0.3763  0.00
C 0.0751 3.2005 0.3071  0.00
C 0.4300 4.5570 0.2348  0.00
C 1.7533 4.8858 0.2656  0.00
C 2.7279 3.8718 0.3942  0.00
H 6.0420 3.3041 0.8074  0.00
H -0.9701 2.9108 0.3246  0.00
H -0.3401 5.3133 0.1604  0.00
H 2.0729 5.9176 0.2096  0.00
O -1.4962 4.2644 -5.5962  0.00
N -2.4332 4.3029 -4.8298  0.00
O -3.3961 5.0349 -4.9526  -0.01
C -2.4104 3.4039 -3.6574  0.00
C -3.4822 3.4398 -2.7881  0.12
C -3.4008 2.5954 -1.6963  0.00
C -2.3715 1.6862 -1.4812  0.07
O -2.3748 0.8942 -0.3793  0.02
C -1.2867 1.6775 -2.3984  0.03
C -1.3306 2.5792 -3.4811  0.08
N -0.1691 0.8615 -2.3331  0.25
O 0.7673 1.0906 -3.1426  0.30
O -0.0993 -0.1934 -1.5712  0.12
N -4.4590 2.7777 -0.6838  0.00
O -4.1055 3.0471 0.4417  0.00
O -5.6105 2.7470 -1.0714  0.00
H -4.3138 4.1118 -2.9206  0.01
H -0.5051 2.5828 -4.1731  0.01
Ge -0.2850 0.0448 3.0876  0.00
C -1.7405 -1.1183 3.7160  0.00
C -2.2437 -2.1277 2.8986  0.00
C -3.2363 -2.9917 3.3446  0.00
C -3.7483 -2.8490 4.6258  0.00
C -3.2631 -1.8444 5.4537  0.00
C -2.2676 -0.9891 5.0015  0.00
C -0.7288 1.8935 3.5506  0.00
C 0.2604 2.7492 4.0345  0.00
C -0.0131 4.0901 4.2732  0.00
C -1.2866 4.5918 4.0394  0.00
C -2.2829 3.7491 3.5640  0.00
C -2.0015 2.4121 3.3172  0.00
H 0.9088 -0.2841 4.0286  0.00
H -1.8415 -2.2467 1.8946  0.00
H -3.6117 -3.7707 2.6921  0.00
H -4.5265 -3.5154 4.9783  0.00
H -3.6626 -1.7282 6.4544  0.00
H -1.8992 -0.2062 5.6564  0.00
H 1.2606 2.3685 4.2130  0.00
H 0.7709 4.7452 4.6336  0.00
H -1.5006 5.6378 4.2230  0.00
H -3.2783 4.1337 3.3762  0.00
H -2.7838 1.7700 2.9267  0.00
C 0.3423 -6.5938 -0.9638  0.00
Si -0.4780 -4.9145 -0.8059  0.00
C -1.1969 -4.4568 -2.4752  0.00
C -1.8352 -5.0775 0.4757  0.00
Sb 1.0535 -2.9926 -0.1556  0.00
Si 2.7893 -3.0525 -2.0402  0.00
C 4.3334 -2.2524 -1.3793  0.00
C 3.1577 -4.8045 -2.6123  0.00
C 2.0396 -2.0621 -3.4280  0.00
Si 2.2697 -3.9318 1.8810  0.00
C 2.9101 -5.6825 1.6314  0.00
C 1.0232 -3.9400 3.2804  0.00
C 3.6916 -2.7916 2.2756  0.00
H -0.4203 -7.3154 -1.2761  0.00
H 0.7632 -6.9368 -0.0179  0.00
H 1.1385 -6.5976 -1.7082  0.00
H -1.9933 -5.1525 -2.7586  0.00
H -0.4222 -4.5000 -3.2452  0.00
H -1.6001 -3.4410 -2.4678  0.00
H -2.6160 -5.7553 0.1163  0.00
H -2.3009 -4.1165 0.6975  0.00
H -1.4395 -5.4814 1.4110  0.00
H 4.9144 -2.9367 -0.7561  0.00
H 4.0701 -1.3840 -0.7690  0.00
H 4.9684 -1.9083 -2.2007  0.00
H 3.3695 -5.4699 -1.7727  0.00
H 4.0378 -4.7924 -3.2630  0.00
H 2.3253 -5.2249 -3.1812  0.00
H 1.6470 -1.1155 -3.0489  0.00
H 1.2081 -2.6001 -3.8915  0.00
H 2.7812 -1.8417 -4.2014  0.00
H 2.1137 -6.4221 1.7342  0.00
H 3.6657 -5.8928 2.3951  0.00
H 3.3752 -5.8163 0.6527  0.00
H 0.0676 -4.3708 2.9722  0.00
H 0.8237 -2.9220 3.6253  0.00
H 1.4003 -4.5169 4.1303  0.00
H 4.5944 -3.0858 1.7354  0.00
H 3.9084 -2.8196 3.3478  0.00
H 3.4676 -1.7572 1.9991  0.00
O -4.3429 0.1199 0.8101  0.00
B -3.3184 -0.0516 -0.1066  0.00
O -3.3404 -1.3204 -0.6739  0.00
C -4.4236 -1.9408 -0.0931  0.00
C -4.9126 -3.2050 -0.3205  0.00
C -6.0321 -3.5817 0.4223  0.00
C -6.6205 -2.7161 1.3387  0.00
C -6.1216 -1.4308 1.5495  0.00
C -5.0203 -1.0752 0.8102  0.00
H -4.4484 -3.8664 -1.0397  0.00
H -6.4497 -4.5704 0.2819  0.00
H -7.4865 -3.0444 1.8987  0.00
H -6.5672 -0.7441 2.2558  0.00